# 1
{"formula": "C34H68Br10O12S6", "method": "ωB97M-V/def2-TZVPD", "elements": ["C", "C", "C", "S", "O", "O", "C", "H", "H", "H", "H", "H", "H", "H", "H", "C", "C", "C", "S", "O", "O", "C", "H", "H", "H", "H", "H", "H", "H", "H", "C", "C", "C", "S", "O", "O", "C", "H", "H", "H", "H", "H", "H", "H", "H", "C", "C", "C", "S", "O", "O", "C", "H", "H", "H", "H", "H", "H", "H", "H", "C", "C", "C", "S", "O", "O", "C", "H", "H", "H", "H", "H", "H", "H", "H", "C", "C", "C", "S", "O", "O", "C", "H", "H", "H", "H", "H", "H", "H", "H", "Br", "C", "C", "Br", "H", "H", "H", "H", "Br", "C", "C", "Br", "H", "H", "H", "H", "Br", "C", "C", "Br", "H", "H", "H", "H", "Br", "C", "C", "Br", "H", "H", "H", "H", "Br", "C", "C", "Br", "H", "H", "H", "H"], "xyz": [[27.17, -6.86, 14.34], [27.09, -6.47, 15.85], [26.02, -5.35, 15.98], [24.65, -5.82, 14.81], [23.91, -4.68, 14.25], [23.91, -6.93, 15.35], [25.83, -6.50, 13.61], [27.59, -7.86, 14.24], [27.94, -6.25, 13.86], [28.07, -6.26, 16.26], [26.71, -7.33, 16.40], [26.32, -4.37, 15.61], [25.57, -5.15, 16.95], [25.83, -5.66, 12.90], [25.29, -7.31, 13.12], [23.65, -5.21, 5.24], [23.32, -4.18, 6.35], [21.97, -4.55, 7.05], [20.97, -5.51, 5.79], [19.96, -4.61, 5.25], [20.61, -6.80, 6.40], [22.34, -5.64, 4.54], [24.00, -6.08, 5.80], [24.47, -4.88, 4.59], [23.18, -3.23, 5.83], [24.18, -4.03, 6.99], [21.32, -3.73, 7.37], [22.21, -5.20, 7.90], [22.03, -4.81, 3.90], [22.34, -6.56, 3.94], [27.75, -8.18, 10.61], [28.27, -6.74, 10.45], [27.15, -5.88, 9.99], [25.75, -6.90, 9.53], [25.45, -6.67, 8.13], [24.69, -6.84, 10.52], [26.66, -8.45, 9.59], [27.34, -8.39, 11.60], [28.54, -8.89, 10.36], [29.11, -6.80, 9.77], [28.75, -6.46, 11.39], [27.58, -5.34, 9.15], [26.63, -5.14, 10.59], [27.09, -8.54, 8.59], [25.96, -9.28, 9.70], [23.61, -0.39, 7.55], [22.17, -0.32, 8.14], [21.81, 1.13, 8.31], [22.93, 2.10, 7.18], [23.91, 2.74, 8.04], [22.14, 2.86, 6.25], [23.76, 0.60, 6.43], [23.92, -1.41, 7.30], [24.37, -0.16, 8.31], [22.23, -0.68, 9.16], [21.45, -0.73, 7.44], [21.89, 1.43, 9.36], [20.79, 1.26, 7.97], [24.77, 0.78, 6.08], [23.05, 0.30, 5.65], [20.02, -0.33, 14.19], [18.72, -0.99, 13.81], [18.30, -0.51, 12.39], [18.98, 1.24, 12.27], [17.97, 2.29, 12.41], [20.04, 1.26, 11.24], [19.88, 1.16, 13.92], [20.81, -0.78, 13.58], [20.16, -0.56, 15.24], [17.89, -0.72, 14.47], [18.78, -2.07, 13.95], [17.25, -0.57, 12.10], [18.85, -0.92, 11.53], [19.17, 1.64, 14.59], [20.78, 1.71, 13.64], [16.31, -7.40, 10.78], [17.13, -8.66, 10.42], [17.36, -8.60, 8.90], [17.80, -6.82, 8.60], [17.30, -6.43, 7.27], [19.19, -6.70, 8.99], [16.78, -6.16, 9.96], [16.39, -7.29, 11.86], [15.25, -7.65, 10.66], [16.64, -9.61, 10.65], [18.10, -8.71, 10.91], [16.34, -8.71, 8.53], [18.01, -9.24, 8.30], [15.95, -5.70, 9.41], [17.38, -5.34, 10.35], [17.62, -2.46, 9.64], [18.69, -1.97, 8.10], [18.20, -2.58, 6.78], [16.39, -1.95, 6.35], [19.65, -2.43, 8.35], [18.63, -0.89, 7.99], [18.08, -3.66, 6.90], [18.71, -2.56, 5.82], [19.37, -8.20, 13.79], [20.60, -7.27, 15.07], [19.90, -6.06, 15.71], [21.28, -5.03, 16.77], [21.39, -6.83, 14.46], [21.02, -7.95, 15.81], [19.12, -6.39, 16.40], [19.45, -5.35, 15.01], [19.26, -4.32, 12.24], [21.14, -5.06, 11.97], [21.54, -4.86, 10.53], [21.63, -2.95, 10.06], [21.07, -6.14, 12.09], [21.82, -4.65, 12.71], [20.90, -5.47, 9.89], [22.55, -5.25, 10.37], [14.63, -4.83, 12.82], [15.93, -3.82, 13.90], [15.71, -3.99, 15.39], [17.15, -3.12, 16.46], [15.83, -2.77, 13.65], [16.93, -4.18, 13.63], [15.86, -5.06, 15.53], [14.80, -3.60, 15.83], [24.26, 1.07, 13.32], [24.29, -0.32, 11.89], [24.14, -1.71, 12.55], [25.05, -3.06, 11.48], [25.24, -0.26, 11.37], [23.57, -0.03, 11.13], [23.09, -1.97, 12.69], [24.53, -1.73, 13.57]], "lowdin_charge": [-0.182, -0.192, -0.197, 0.657, -0.380, -0.342, -0.219, 0.106, 0.095, 0.113, 0.109, 0.099, 0.102, 0.045, 0.093, -0.207, -0.208, -0.201, 0.736, -0.349, -0.340, -0.194, 0.095, 0.115, 0.096, 0.103, 0.040, 0.076, 0.086, 0.102, -0.212, -0.210, -0.235, 0.678, -0.335, -0.322, -0.220, 0.103, 0.117, 0.120, 0.111, 0.116, 0.025, 0.108, 0.116, -0.240, -0.258, -0.210, 0.710, -0.342, -0.328, -0.196, 0.094, 0.110, 0.013, 0.111, 0.089, 0.100, 0.109, 0.101, -0.227, -0.270, -0.222, 0.739, -0.350, -0.369, -0.190, 0.111, 0.121, 0.093, 0.034, 0.079, 0.010, 0.102, 0.082, -0.216, -0.232, -0.205, 0.696, -0.335, -0.349, -0.235, 0.075, 0.109, 0.113, 0.077, 0.098, 0.108, 0.094, -0.004, 0.695, -0.651, -0.667, 0.593, -0.037, 0.057, 0.026, 0.044, 0.592, -0.640, -0.630, 0.591, 0.012, 0.063, 0.051, -0.009, 0.664, -0.538, -0.608, 0.764, 0.049, 0.047, 0.042, 0.043, 0.669, -0.695, -0.622, 0.609, 0.054, -0.023, 0.049, 0.056, 0.610, -0.644, -0.677, 0.694, 0.036, 0.039, 0.032, 0.039], "charge": 0, "homo_lumo_gap_ev": 9.254, "e_homo_ev": -9.4, "max_force_ha_per_bohr": 0.044, "relative_energy_kcal_mol": 54.3, "total_energy_ev": -826363.5430, "smiles": "O=S1(=O)CCCC1.O=S1(=O)CCCC1.O=S1(=O)CCCC1.O=S1(=O)CCCC1.O=S1(=O)CCCC1.O=S1(=O)CCCC1.BrCCBr.BrCCBr.BrCCBr.BrCCBr.BrCCBr"}


# 2
{"formula": "C34H68Cl2F2IMgN5NaO9P", "method": "ωB97M-V/def2-TZVPD", "elements": ["C", "C", "O", "P", "O", "C", "C", "C", "C", "C", "C", "C", "C", "F", "C", "F", "C", "N", "I", "O", "C", "C", "H", "H", "H", "H", "H", "H", "H", "H", "H", "H", "H", "H", "H", "H", "H", "H", "H", "H", "H", "H", "H", "H", "C", "C", "N", "H", "H", "H", "Cl", "C", "C", "O", "C", "H", "H", "H", "H", "H", "H", "C", "C", "C", "C", "C", "C", "N", "O", "C", "C", "C", "H", "H", "H", "H", "H", "H", "H", "H", "H", "H", "H", "H", "H", "H", "H", "H", "H", "H", "C", "N", "O", "O", "H", "H", "H", "O", "H", "H", "C", "N", "C", "C", "C", "C", "O", "H", "H", "H", "H", "H", "H", "H", "H", "H", "H", "H", "H", "H", "H", "Na", "Cl", "Mg"], "xyz": [[-6.45, -2.63, 3.50], [-6.25, -4.04, 4.11], [-4.98, -4.57, 3.70], [-4.07, -5.10, 4.86], [-4.83, -5.94, 5.81], [-2.82, -6.05, 3.98], [-1.39, -5.50, 4.06], [-0.49, -6.10, 2.96], [0.57, -5.18, 2.43], [0.51, -4.84, 1.08], [1.45, -4.01, 0.49], [1.39, -3.66, -0.97], [0.19, -2.76, -1.26], [0.53, -1.49, -0.83], [2.43, -3.51, 1.32], [3.34, -2.68, 0.85], [2.48, -3.87, 2.65], [1.57, -4.70, 3.18], [1.84, -5.26, 5.48], [-3.45, -3.83, 5.56], [-2.75, -4.06, 6.80], [-1.91, -2.84, 7.13], [-7.15, -2.61, 2.65], [-6.76, -1.95, 4.29], [-5.48, -2.31, 3.14], [-6.31, -3.99, 5.19], [-7.04, -4.66, 3.70], [-3.13, -6.08, 2.94], [-2.84, -7.06, 4.38], [-1.35, -4.41, 4.06], [-0.98, -5.79, 5.02], [-0.07, -7.06, 3.25], [-1.15, -6.32, 2.12], [-0.28, -5.24, 0.46], [2.32, -3.18, -1.26], [1.31, -4.59, -1.53], [-0.01, -2.75, -2.32], [-0.66, -3.12, -0.71], [3.26, -3.45, 3.28], [-2.07, -4.91, 6.70], [-3.44, -4.32, 7.60], [-1.66, -2.34, 6.20], [-2.49, -2.17, 7.76], [-1.01, -3.13, 7.66], [-2.78, -8.43, -0.30], [-2.35, -7.05, -0.42], [-2.02, -5.95, -0.51], [-1.96, -9.07, 0.03], [-3.59, -8.53, 0.42], [-3.13, -8.81, -1.26], [-7.00, -1.15, 1.38], [-4.47, -1.81, -0.97], [-3.68, -2.62, -1.96], [-2.64, -2.22, -2.43], [-4.26, -3.96, -2.35], [-3.95, -0.87, -0.78], [-5.46, -1.58, -1.36], [-4.58, -2.35, -0.03], [-5.25, -3.82, -2.81], [-4.36, -4.59, -1.47], [-3.61, -4.45, -3.07], [0.81, 3.40, 2.39], [0.12, 4.25, 1.32], [1.19, 5.00, 0.52], [2.03, 4.12, -0.40], [1.30, 2.86, -0.90], [-0.23, 2.98, -0.89], [-0.65, 3.30, 0.48], [-2.05, 3.48, 0.77], [-0.79, 1.61, -1.26], [-0.64, 4.00, -1.98], [-0.73, 5.30, 2.02], [0.07, 2.88, 3.00], [1.41, 4.03, 3.06], [1.47, 2.65, 1.95], [0.71, 5.78, -0.08], [1.84, 5.53, 1.21], [2.36, 4.73, -1.24], [2.95, 3.81, 0.12], [1.63, 2.61, -1.90], [1.59, 2.01, -0.28], [-0.55, 0.87, -0.49], [-0.36, 1.26, -2.20], [-1.87, 1.62, -1.38], [-0.27, 3.66, -2.95], [-0.23, 4.99, -1.79], [-1.72, 4.09, -2.06], [-0.08, 5.92, 2.65], [-1.48, 4.86, 2.67], [-1.23, 5.96, 1.31], [4.74, 8.18, 1.67], [3.55, 7.33, 1.92], [2.48, 7.73, 1.52], [3.73, 6.28, 2.50], [4.42, 9.07, 1.15], [5.17, 8.43, 2.64], [5.44, 7.60, 1.07], [4.87, 5.45, -1.80], [4.60, 4.77, -1.17], [4.27, 5.34, -2.54], [5.73, 4.17, -6.09], [4.71, 3.92, -7.16], [4.91, 2.53, -7.67], [4.93, 4.89, -8.28], [3.30, 4.01, -6.63], [2.86, 5.36, -6.11], [3.68, 5.75, -5.02], [6.70, 3.84, -6.47], [5.78, 5.23, -5.88], [5.46, 3.61, -5.20], [5.91, 2.45, -8.07], [4.18, 2.34, -8.45], [4.78, 1.84, -6.85], [4.85, 5.90, -7.90], [4.17, 4.71, -9.05], [5.92, 4.72, -8.69], [3.24, 3.27, -5.83], [2.64, 3.71, -7.45], [1.82, 5.27, -5.78], [2.89, 6.12, -6.90], [3.33, 6.59, -4.68], [-7.29, -4.67, 6.40], [-3.32, 3.44, -0.36], [3.72, -5.60, 3.59]], "lowdin_charge": [-0.231, -0.280, -0.166, 0.472, -0.274, -0.175, -0.254, -0.142, -0.254, 0.079, -0.101, -0.080, -0.179, -0.028, -0.212, 0.129, -0.240, -0.313, 0.595, -0.183, -0.258, -0.046, -0.112, 0.069, 0.041, 0.013, 0.132, 0.094, 0.110, 0.118, 0.030, 0.126, 0.084, 0.076, 0.121, 0.136, 0.121, 0.110, 0.089, 0.101, 0.116, 0.083, 0.079, 0.076, -0.045, -0.234, 0.165, 0.088, 0.090, 0.094, -0.295, -0.052, -0.496, 0.029, -0.035, 0.077, 0.074, 0.057, 0.088, 0.062, 0.073, -0.017, -0.501, -0.150, -0.171, -0.138, -0.527, -0.051, -0.562, -0.050, -0.040, -0.027, 0.089, 0.087, 0.074, 0.113, 0.071, 0.087, 0.106, 0.112, 0.112, 0.080, 0.086, 0.038, 0.080, 0.075, 0.020, 0.093, 0.087, 0.093, 0.054, -0.442, 0.070, 0.057, 0.095, 0.103, 0.098, -0.056, 0.018, 0.000, 0.020, -0.368, 0.011, 0.023, -0.097, -0.211, -0.064, 0.114, 0.104, 0.117, 0.114, 0.115, 0.117, 0.109, 0.121, 0.118, 0.145, 0.145, 0.140, 0.126, 0.115, 0.809, 0.712, 0.789], "charge": 2, "homo_lumo_gap_ev": 1.740, "e_homo_ev": -8.6, "max_force_ha_per_bohr": 0.066, "total_energy_ev": -119948.1530}